A) Density functional theory data (ωB97M-V/def2-TZVPD) for 2 unconnected molecules or ions with the total composition CH3NOS.

**E_LUMO**: -0.594 eV
**Kohn-Sham gap**: 8.4 eV
**HOMO**: -9.03 eV
**SMILES string**: C#[N+][O-].S

Last column: natural (NBO) charge in e.
Positions of all 7 atoms, in Å:
C: 1.26018 0.82245 -0.42698  -0.056
N: 1.06430 -0.10227 0.28833  0.148
O: 0.91470 -1.30488 0.54329  -0.336
S: -1.73658 -1.01945 0.13717  -0.250
H: 1.25985 1.87747 0.05120  0.243
H: -1.41251 0.35886 0.40298  0.138
H: -1.34994 -0.63218 -0.99598  0.114

B) Density functional theory data (ωB97M-V/def2-TZVPD) for 2 unconnected molecules or ions with the total composition CH3NOS.

**E_LUMO (alpha / beta)**: -0.364 / -0.158 eV
**Kohn-Sham gap (alpha / beta)**: 7.4 / 8.8 eV
**HOMO (alpha / beta)**: -7.81 / -8.99 eV

Last column: natural (NBO) charge in e.
Positions of all 7 atoms, in Å:
C: 0.03551 1.40483 0.15974  -0.333
N: -0.41245 -1.03025 0.69635  -0.313
O: 0.32299 -1.25590 -0.48315  -0.533
S: 0.70733 1.11152 -1.20482  0.233
H: -0.36814 2.22019 0.54154  0.161
H: 0.22692 -1.25545 1.41747  0.298
H: -0.51216 -1.19494 -1.12713  0.486

The most stable of them is A).

A) Density functional theory data (ωB97M-V/def2-TZVPD) for a gas-phase ion, C19H14F3N2O3S (charge -1).

**E_LUMO**: 2.497 eV
**Net charge**: -1
**Kohn-Sham gap**: 6.0 eV
**HOMO**: -3.52 eV

Last column: natural (NBO) charge in e.
Positions of all 42 atoms, in Å:
C: -4.64028 0.77166 2.58714  -0.254
O: -3.92458 -0.40998 3.03246  -0.507
C: -2.60082 -0.49070 2.69509  0.279
C: -1.92477 -1.68522 3.04823  -0.270
C: -0.59256 -1.85168 2.67476  -0.180
C: 0.12905 -0.86505 1.95144  -0.004
C: 1.55453 -0.89185 1.27734  -0.256
C: 2.48383 -0.10791 2.20218  -0.549
C: 3.83558 -0.48129 2.50611  0.340
N: 4.95370 -0.65686 2.80370  -0.479
C: 2.10790 1.08153 2.84354  0.310
N: 1.82589 2.14461 3.29993  -0.505
C: -0.52515 0.38034 1.76267  -0.192
C: -1.89813 0.54005 2.06546  -0.274
H: -5.66228 0.60371 2.92975  0.192
H: -4.23516 1.67720 3.04472  0.182
H: -4.61427 0.85517 1.49847  0.177
H: -2.50949 -2.43030 3.55239  0.217
H: -0.10936 -2.81893 2.93297  0.213
H: 1.88372 -1.93552 1.30358  0.241
H: 0.02099 1.17383 1.29558  0.217
H: -2.36818 1.47628 1.77575  0.205
F: 5.45553 0.92194 -0.74486  -0.308
C: 4.10484 0.94340 -0.81410  0.759
F: 3.63854 1.48238 0.33791  -0.307
F: 3.72718 1.74562 -1.80716  -0.321
S: 3.31155 -0.80760 -1.00617  1.997
C: 1.54952 -0.61920 -0.20886  -0.326
C: 0.70600 -1.21408 -1.40775  -0.073
C: -0.52221 -0.60704 -1.74677  -0.189
C: -1.50129 -1.33169 -2.46469  -0.215
C: -1.25261 -2.63036 -2.90993  -0.219
C: 0.02157 -3.15502 -2.70169  -0.233
C: 0.99223 -2.44230 -2.02264  -0.141
O: 3.53774 -1.13028 -2.37072  -0.902
O: 3.90385 -1.61737 0.06092  -0.914
H: 1.45671 0.49435 -0.35696  0.228
H: -0.79335 0.39366 -1.36814  0.219
H: -2.48803 -0.88814 -2.65786  0.209
H: -2.00172 -3.19892 -3.45333  0.209
H: 0.25145 -4.16129 -3.07172  0.210
H: 1.96418 -2.90562 -1.84054  0.214

B) Density functional theory data (ωB97M-V/def2-TZVPD) for 2 unconnected molecules or ions with the total composition C19H14F3N2O3S.

**E_LUMO**: 1.690 eV
**Net charge**: -1
**Kohn-Sham gap**: 4.2 eV
**HOMO**: -2.48 eV

Last column: natural (NBO) charge in e.
Positions of all 42 atoms, in Å:
C: 0.32854 -0.89556 -5.37119  -0.251
O: 1.53521 -1.06878 -4.67377  -0.495
C: 1.40155 -1.28482 -3.30472  0.329
C: 2.57015 -1.52445 -2.57177  -0.267
C: 2.52567 -1.74271 -1.22138  -0.146
C: 1.30945 -1.75453 -0.53670  -0.154
C: 1.26724 -2.02913 0.89916  0.041
C: 0.39951 -2.88312 1.48453  -0.327
C: 0.45214 -3.09232 2.86390  0.291
N: 0.52746 -3.28104 4.00915  -0.289
C: -0.48268 -3.63784 0.70823  0.292
N: -1.17485 -4.25024 0.00302  -0.309
C: 0.14203 -1.52362 -1.26956  -0.066
C: 0.18342 -1.28532 -2.61743  -0.323
H: 0.56653 -0.77805 -6.42755  0.193
H: -0.30524 -1.77209 -5.24262  0.175
H: -0.17983 -0.00030 -5.01621  0.181
H: 3.50649 -1.55632 -3.10090  0.221
H: 3.43084 -1.93959 -0.67405  0.211
H: 1.99181 -1.53995 1.53116  0.241
H: -0.80076 -1.54234 -0.75248  0.222
H: -0.73132 -1.10908 -3.15385  0.222
F: -2.50978 -0.90920 4.95472  -0.311
C: -2.61249 -0.43057 3.71055  0.775
F: -2.43198 -1.37827 2.78554  -0.304
F: -3.76252 0.22095 3.51410  -0.297
S: -1.26141 0.80425 3.49333  1.926
C: -1.66312 1.26046 1.80053  -0.781
C: -0.92446 2.23780 1.19117  -0.032
C: -1.17686 2.63987 -0.15000  -0.283
C: -0.43156 3.62866 -0.73005  -0.207
C: 0.57960 4.25817 -0.02192  -0.346
C: 0.85551 3.88963 1.28293  -0.218
C: 0.12727 2.90515 1.88438  -0.225
O: -1.42897 2.10806 4.23450  -0.911
O: 0.15602 0.30976 3.35209  -0.924
H: -2.48303 0.77418 1.31630  0.202
H: -1.95962 2.15295 -0.70525  0.181
H: -0.64175 3.93821 -1.74002  0.185
H: 1.15427 5.04365 -0.48363  0.182
H: 1.62816 4.40177 1.83462  0.188
H: 0.32338 2.63574 2.91111  0.208

The most stable of them is A).

A) Density functional theory data (ωB97M-V/def2-TZVPD) for a gas-phase ion, C4H7N3 (charge +2).

**E_LUMO (alpha / beta)**: -9.993 / -9.989 eV
**Net charge**: +2
**Kohn-Sham gap (alpha / beta)**: 7.9 / 7.9 eV
**HOMO (alpha / beta)**: -17.90 / -17.90 eV

Last column: natural (NBO) charge in e.
Positions of all 14 atoms, in Å:
C: -2.47123 -0.14249 -0.77781  0.438
C: -0.26609 0.10999 -2.03165  -0.035
C: 0.60049 0.89342 -0.00078  0.635
C: 0.99450 -0.62556 1.68362  -0.484
N: -1.46765 -0.12427 -1.38950  -0.240
N: 0.67110 0.65280 -1.18511  -0.414
N: 0.50108 0.66552 1.22608  -0.375
H: -3.40871 -0.35982 -0.42451  0.303
H: -0.28201 -0.28499 -3.02798  0.318
H: 0.34524 -1.10776 2.44874  0.287
H: 1.76096 -0.46572 2.41755  0.286
H: 1.23529 -1.33936 0.83542  0.258
H: 1.54408 0.77073 -1.72872  0.529
H: 0.24294 1.35751 1.95465  0.494

B) Density functional theory data (ωB97M-V/def2-TZVPD) for 2 unconnected molecules or ions with the total composition C4H7N3.

**E_LUMO (alpha / beta)**: -12.805 / -12.807 eV
**Net charge**: +2
**Kohn-Sham gap (alpha / beta)**: 4.6 / 4.6 eV
**HOMO (alpha / beta)**: -17.41 / -17.41 eV

Last column: natural (NBO) charge in e.
Positions of all 14 atoms, in Å:
C: -1.95527 0.14321 0.87842  0.669
C: -0.44960 1.33274 2.06114  0.115
C: -1.26212 -0.50788 -0.21106  -0.395
C: 1.68970 -1.04807 -1.91140  0.298
N: -1.77217 0.98546 1.71729  -0.255
N: 0.08306 0.05864 0.06349  -0.294
N: 0.36494 0.83922 1.04190  -0.197
H: -0.21898 2.00525 2.88890  0.307
H: -1.34266 -1.66959 -0.29884  0.285
H: -1.65898 -0.26954 -1.38963  0.293
H: 2.11258 -1.31840 -2.89642  0.233
H: 1.10616 -1.71630 -1.28681  0.224
H: 1.87493 0.02967 -1.73175  0.224
H: 1.42843 1.13557 1.07477  0.494

The most stable of them is A).

A) Density functional theory data (ωB97M-V/def2-TZVPD) for CH2IP in the gas phase.

**E_LUMO (alpha / beta)**: -0.863 / -0.863 eV
**Kohn-Sham gap (alpha / beta)**: 8.0 / 8.0 eV
**HOMO (alpha / beta)**: -8.83 / -8.84 eV
**SMILES string**: C=PI

Last column: natural (NBO) charge in e.
Positions of all 5 atoms, in Å:
C: -0.16783 0.67083 0.35577  -0.667
P: 0.40161 -0.09733 -1.28892  0.391
I: 0.72245 -2.37099 -0.54048  -0.122
H: -0.53716 1.68765 0.26719  0.201
H: -0.41907 0.10983 1.20643  0.197

B) Density functional theory data (ωB97M-V/def2-TZVPD) for 2 unconnected molecules or ions with the total composition CH2IP.

**E_LUMO**: 0.116 eV
**Kohn-Sham gap**: 9.6 eV
**HOMO**: -9.47 eV
**SMILES string**: C#P.I

Last column: natural (NBO) charge in e.
Positions of all 5 atoms, in Å:
C: -0.84871 -0.63312 1.05033  -0.728
P: -2.08465 -0.15910 0.23720  0.535
I: 1.74310 0.30620 -1.11548  -0.090
H: 1.31765 1.80255 -1.31852  0.098
H: -0.12739 -1.31653 1.14647  0.186

C) Density functional theory data (ωB97M-V/def2-TZVPD) for CH2IP in the gas phase.

**E_LUMO**: -0.465 eV
**Kohn-Sham gap**: 8.3 eV
**HOMO**: -8.81 eV
**SMILES string**: C=PI

Last column: natural (NBO) charge in e.
Positions of all 5 atoms, in Å:
C: 0.10035 0.39010 0.65469  -0.920
P: -0.03296 -0.10485 -0.91116  0.535
I: -0.76478 -2.09498 -1.93991  -0.096
H: 0.17826 1.37822 0.53795  0.227
H: 0.51913 0.43151 1.65843  0.254

The most stable of them is A).

A) Density functional theory data (ωB97M-V/def2-TZVPD) for 2 unconnected molecules or ions with the total composition C5H15N3.

**E_LUMO**: 0.651 eV
**Kohn-Sham gap**: 7.7 eV
**HOMO**: -7.08 eV

Last column: natural (NBO) charge in e.
Positions of all 23 atoms, in Å:
C: -0.31530 1.26675 1.90147  -0.416
C: 0.08538 2.24127 -0.22706  -0.428
C: -1.03972 -1.37608 0.59285  -0.688
N: 0.26774 1.06569 0.59294  -0.678
C: -0.63043 -0.41093 -0.48921  0.508
N: -1.49614 -0.05531 -1.37130  -0.830
H: -1.11515 0.50403 -2.13041  0.328
H: -0.13395 0.40425 2.54541  0.186
H: 0.11739 2.14308 2.40672  0.179
H: 0.62484 2.14340 -1.17679  0.166
H: 0.46846 3.14696 0.26131  0.186
H: -1.40637 1.43054 1.85555  0.166
H: -0.97687 2.41462 -0.47590  0.179
H: -1.93324 -0.98598 1.07472  0.251
H: -1.28887 -2.34574 0.15562  0.223
H: -0.26872 -1.51269 1.35035  0.207
C: 1.38415 -2.04861 -0.99728  -0.416
N: 0.88618 -0.66419 -0.91256  -0.651
H: 1.01247 -0.18900 -1.80242  0.401
H: 1.22861 0.00746 -0.10825  0.484
H: 0.74866 -2.63219 -1.66372  0.216
H: 1.37386 -2.49735 -0.00759  0.216
H: 2.40704 -2.04997 -1.37447  0.213

B) Density functional theory data (ωB97M-V/def2-TZVPD) for C5H15N3 in the gas phase.

**E_LUMO**: 1.076 eV
**Kohn-Sham gap**: 9.1 eV
**HOMO**: -8.02 eV
**SMILES string**: NCCCNCCN

Last column: natural (NBO) charge in e.
Positions of all 23 atoms, in Å:
C: -0.79483 -1.18864 1.01216  -0.243
N: -0.77438 -1.21988 -0.43621  -0.647
C: 0.46963 -1.14597 -1.14877  -0.204
C: 0.74503 0.10286 -2.00552  -0.420
C: 0.89031 1.40299 -1.22558  -0.223
N: 2.27224 1.64855 -0.84200  -0.857
C: -1.81420 -0.34657 1.75685  -0.230
N: -1.32710 0.51977 2.83709  -0.820
H: -1.13702 -2.21931 1.30023  0.172
H: 0.21492 -1.19213 1.43151  0.191
H: -1.51564 -0.64901 -0.82112  0.358
H: 1.29549 -1.48817 -0.51815  0.195
H: 0.47091 -2.01164 -1.85587  0.173
H: 1.64559 -0.17243 -2.55525  0.214
H: -0.11176 0.07331 -2.68604  0.195
H: 0.32556 1.41466 -0.29619  0.191
H: 0.50215 2.15833 -1.92240  0.166
H: 2.84524 1.96997 -1.59440  0.361
H: 2.38517 2.15837 0.01445  0.367
H: -2.24117 0.35223 1.00427  0.169
H: -2.68581 -0.88844 2.11330  0.196
H: -0.32387 0.66058 2.69367  0.345
H: -1.33646 0.06055 3.74397  0.351

The most stable of them is B).

A) Density functional theory data (ωB97M-V/def2-TZVPD) for C5H15N3 in the gas phase.

**E_LUMO**: 1.052 eV
**Kohn-Sham gap**: 9.9 eV
**HOMO**: -8.84 eV
**SMILES string**: C[C@H](N)CNCCN

Last column: natural (NBO) charge in e.
Positions of all 23 atoms, in Å:
N: 0.30273 0.68585 2.01092  -0.829
C: 1.50428 0.13718 1.43238  -0.056
C: 1.61796 -1.33567 1.86039  -0.610
C: 1.57218 0.21423 -0.14429  -0.238
N: 0.41824 0.89740 -0.75309  -0.645
C: -0.52396 0.03445 -1.44598  -0.224
C: -1.96733 0.49329 -1.22926  -0.215
N: -2.90879 -0.42828 -1.84552  -0.847
H: 0.32054 1.69670 2.03145  0.361
H: -0.50988 0.44334 1.45797  0.353
H: 2.35755 0.68337 1.82491  0.178
H: 0.68030 -1.83028 1.57584  0.196
H: 2.45873 -1.83089 1.37140  0.201
H: 1.64938 -1.38030 2.95522  0.219
H: 1.63687 -0.80593 -0.50341  0.175
H: 2.46032 0.80478 -0.36953  0.192
H: 0.79114 1.55938 -1.41647  0.363
H: -0.43210 -0.99810 -1.09443  0.180
H: -0.32466 -0.00882 -2.51463  0.181
H: -2.08070 1.47895 -1.67032  0.185
H: -2.10181 0.61665 -0.14924  0.162
H: -3.18080 -1.15658 -1.19812  0.357
H: -3.74019 0.02930 -2.18619  0.364

B) Density functional theory data (ωB97M-V/def2-TZVPD) for 2 unconnected molecules or ions with the total composition C5H15N3.

**E_LUMO**: 0.896 eV
**Kohn-Sham gap**: 10.2 eV
**HOMO**: -9.28 eV
**SMILES string**: [H]/N=C/NC.CC(C)N

Last column: natural (NBO) charge in e.
Positions of all 23 atoms, in Å:
C: 0.57014 1.68512 -0.07392  -0.618
C: 1.77447 1.24659 -0.90011  -0.051
C: 1.73184 -0.25202 -1.16241  -0.613
N: 1.88853 1.95931 -2.17993  -0.832
H: 0.60818 1.22667 0.91591  0.203
H: 0.56323 2.77198 0.01552  0.205
H: -0.38241 1.39632 -0.52362  0.196
H: 2.68712 1.46819 -0.34139  0.181
H: 2.60428 -0.57262 -1.73151  0.219
H: 1.72138 -0.80466 -0.22391  0.213
H: 0.83954 -0.52008 -1.73349  0.193
H: 1.62364 2.92833 -2.05982  0.353
H: 1.27165 1.54557 -2.86871  0.349
C: -2.24826 -2.09769 0.17990  -0.413
N: -2.30363 -1.72488 1.58923  -0.613
C: -1.47448 -0.70090 1.97861  0.280
N: -0.77162 -0.76722 3.03386  -0.701
H: -3.02922 -2.82268 -0.03693  0.207
H: -2.45875 -1.20371 -0.41144  0.197
H: -1.28496 -2.50327 -0.14200  0.181
H: -2.16541 -2.51922 2.20464  0.380
H: -1.49507 0.15886 1.30799  0.144
H: -0.27018 0.10198 3.16354  0.338

The most stable of them is B).